The following is a quantum chemistry calculation of a structure of composition C28H24BrI2N2OPtSi, from the Open Molecules 2025 dataset.

```
60
Properties=species:S:1:pos:R:3
Pt 0.041 -0.050 0.291
I 3.949 -3.200 1.750
C 2.621 -2.094 2.937
C 2.631 -2.192 4.299
C 1.700 -1.443 5.031
I 1.772 -1.644 7.129
C 0.717 -0.618 4.435
C -0.249 0.137 5.120
C -1.209 0.854 4.372
C -1.173 0.837 3.012
N -0.216 0.154 2.309
C 0.709 -0.568 3.013
C 1.681 -1.263 2.245
O 1.709 -1.147 0.967
H 3.341 -2.833 4.799
H -0.249 0.183 6.199
H -1.985 1.414 4.876
H -1.905 1.372 2.423
Br 0.619 2.984 1.158
C -1.133 3.331 0.477
C -1.529 4.634 0.631
C -2.778 5.059 0.160
C -3.597 4.165 -0.464
C -3.216 2.813 -0.623
C -4.103 1.933 -1.276
C -3.752 0.629 -1.471
C -2.521 0.155 -0.997
C -1.605 0.945 -0.318
C -1.947 2.332 -0.141
H -0.864 5.337 1.113
H -3.075 6.093 0.287
H -4.554 4.480 -0.864
H -5.054 2.316 -1.628
H -4.423 -0.045 -1.991
H -2.288 -0.883 -1.193
C 0.963 1.998 -2.464
Si 1.594 0.224 -2.487
C 3.392 0.156 -1.882
C 1.533 -0.297 -4.319
N 0.514 -0.746 -1.532
C 0.508 -2.131 -1.581
C 1.369 -2.830 -2.458
C 1.360 -4.209 -2.563
C 0.491 -4.979 -1.806
C -0.353 -4.329 -0.914
C -0.350 -2.951 -0.798
H 1.520 2.612 -3.179
H 1.087 2.447 -1.482
H -0.098 2.042 -2.722
H 3.848 1.149 -1.898
H 4.008 -0.509 -2.492
H 3.419 -0.212 -0.855
H 1.681 0.578 -4.957
H 0.561 -0.732 -4.563
H 2.301 -1.028 -4.580
H 2.086 -2.267 -3.042
H 2.060 -4.694 -3.235
H 0.479 -6.059 -1.896
H -1.023 -4.910 -0.290
H -1.013 -2.499 -0.074
```

Properties
E_LUMO (alpha / beta) in eV: 1.954 / 0.232
HOMO (alpha / beta) in eV: -3.00 / -4.05
Total charge: -1
<S²>: 2.041
2S+1: 3
HOMO-LUMO gap (alpha / beta) in eV: 4.95 / 4.29
Molecular weight in g mol⁻¹: 961.39

The following is a quantum chemistry calculation of a structure of composition C2HFO3, from the Open Molecules 2025 dataset.

```
7
Properties=species:S:1:pos:R:3
C 1.076 0.238 0.009
C -0.844 -0.136 -0.103
O 2.195 0.596 -0.136
O 0.177 -0.027 -0.998
O 0.256 0.115 1.092
F -1.280 -1.320 0.199
H -1.580 0.534 -0.062
```

Properties
E_LUMO in eV: 0.657
HOMO in eV: -11.93
Relative energy (zero: lowest compared OMol25 entry of this formula, charge and spin) in eV: 1.7151
HOMO-LUMO gap in eV: 12.59
Molecular weight in g mol⁻¹: 92.03

The following is a quantum chemistry calculation of a structure of composition C12H11N5O9P2PtS2, from the Open Molecules 2025 dataset.

```
42
Properties=species:S:1:pos:R:3
Pt 1.928 0.297 0.035
O 3.506 -0.602 3.653
P 2.350 -1.312 2.762
O 1.529 -2.193 3.606
O 1.737 -0.152 2.000
O 3.187 -2.213 1.718
P 4.212 -1.788 0.540
O 3.716 -2.754 -0.652
O 5.606 -2.086 0.917
O 3.855 -0.374 0.102
H 3.765 -1.217 4.347
H 4.109 -3.625 -0.539
O -1.596 -3.730 -0.241
C -2.612 -2.959 0.165
C -3.855 -3.558 0.395
C -4.929 -2.801 0.821
C -4.788 -1.432 1.028
C -3.557 -0.838 0.799
C -2.460 -1.574 0.365
C -1.123 -0.937 0.094
O -0.178 -1.677 -0.274
N -1.127 0.379 0.256
N 0.059 1.045 0.024
C -0.123 2.301 -0.149
S 1.178 3.454 -0.348
C 0.107 4.645 -1.196
C -1.221 4.661 -0.464
S -1.761 2.942 -0.207
H -0.809 -3.093 -0.301
H -3.941 -4.626 0.234
H -5.885 -3.283 0.998
H -5.627 -0.837 1.368
H -3.415 0.224 0.952
H -0.014 4.340 -2.236
H 0.604 5.615 -1.165
H -1.994 5.165 -1.047
H -1.120 5.160 0.501
N 2.109 0.784 -1.872
C 2.244 1.081 -2.981
N 2.442 1.384 -4.226
C 2.084 2.575 -4.657
N 1.807 3.604 -5.124
```

Properties
E_LUMO in eV: 4.052
HOMO in eV: -2.68
Total charge: -2
Relative energy (zero: lowest compared OMol25 entry of this formula, charge and spin) in eV: 0.0000
HOMO-LUMO gap in eV: 6.73
Molecular weight in g mol⁻¹: 690.41

The following is a quantum chemistry calculation of a cluster of 2 separate species, C2H5O2S in total, from the Open Molecules 2025 dataset.

```
10
Properties=species:S:1:pos:R:3
C 0.522 0.064 1.570
S 0.632 -1.652 0.916
H -0.182 0.629 0.941
H 1.490 0.530 1.654
H 0.158 -0.078 2.622
O 0.378 1.042 -1.498
C -0.790 0.571 -1.818
O -1.967 0.556 -1.241
H -0.822 -0.195 -2.710
H 0.580 -1.468 -0.436
```

Properties
E_LUMO in eV: 3.534
HOMO in eV: -4.08
Total charge: -1
Relative energy (zero: lowest compared OMol25 entry of this formula, charge and spin) in eV: 0.9450
HOMO-LUMO gap in eV: 7.62
Molecular weight in g mol⁻¹: 93.13

The following is a quantum chemistry calculation of an isolated molecule of C4H8N2O, from the Open Molecules 2025 dataset.

```
15
Properties=species:S:1:pos:R:3
C 2.000 0.210 0.897
N 0.980 1.085 0.302
C -0.422 0.530 0.165
N -1.163 1.152 0.957
C -0.670 -0.513 -0.878
O 0.211 -0.818 -1.660
C -2.051 -1.108 -0.882
H 2.253 -0.608 0.218
H 1.594 -0.194 1.829
H 2.895 0.796 1.124
H 1.323 1.533 -0.549
H 0.209 1.715 1.054
H -2.800 -0.329 -0.719
H -2.226 -1.643 -1.817
H -2.135 -1.807 -0.041
```

Properties
E_LUMO in eV: 0.515
HOMO in eV: -8.47
Relative energy (zero: lowest compared OMol25 entry of this formula, charge and spin) in eV: 3.8006
HOMO-LUMO gap in eV: 8.99
Molecular weight in g mol⁻¹: 100.12

The following is a quantum chemistry calculation of an isolated molecule of C3H7N3S2, from the Open Molecules 2025 dataset.

```
15
Properties=species:S:1:pos:R:3
C 1.508 0.660 -1.783
C 0.287 0.101 -1.232
N -0.461 -0.774 -1.709
N -1.553 -1.216 -0.994
N -0.077 0.493 0.135
S -1.249 1.777 0.587
C 0.378 -0.055 1.265
S 1.329 -1.396 1.490
H 2.378 -0.008 -1.363
H 1.369 0.598 -2.911
H 1.898 1.736 -1.643
H -2.012 -2.033 -1.342
H -1.384 -1.732 -0.118
H -2.332 1.116 0.422
H 0.403 0.484 2.214
```

Properties
E_LUMO in eV: 0.234
HOMO in eV: -8.48
SMILES string: C/C(=N/N)N(S)C=S
Relative energy (zero: lowest compared OMol25 entry of this formula, charge and spin) in eV: 3.5834
HOMO-LUMO gap in eV: 8.71
Molecular weight in g mol⁻¹: 149.24

| no. | strongest force on any atom (eV Å⁻¹) | total energy (eV) |
| --- | --- | --- |
| 1 | 0.94 | -131824.271 |
| 2 | 6.41 | -10949.021 |
| 3 | 0.30 | -82005.706 |
| 4 | 3.87 | -17086.195 |
| 5 | 0.47 | -9302.593 |
| 6 | 3.79 | -29362.044 |